Below is a cluster of 11 separate species, C28H85N7O11 in total, with properties calculated with the ωB97M-V functional and the def2-TZVPD basis.

Computed properties:
Gap between HOMO and LUMO (alpha / beta)   0.2909 / 0.0880 hartree
HOMO energy (alpha / beta)   -0.3891 / -0.3891 hartree
Relative energy (zero: lowest compared OMol25 entry of this formula, charge and spin)   254.0 kJ/mol
Energy   -63351.7918 eV

```
! wB97M-V def2-TZVPD RIJCOSX def2/J DEFGRID3
* xyz 1 2
O 14.547 9.245 5.222
H 15.111 9.917 5.605
H 14.841 9.174 4.314
O 20.584 11.382 4.041
H 21.448 11.459 4.448
H 20.366 10.454 4.116
O 19.293 18.008 0.615
H 18.730 18.762 0.436
H 19.101 17.775 1.524
O 19.791 12.090 1.143
H 19.740 12.230 2.089
H 20.534 12.623 0.861
C 18.348 10.312 -1.585
C 19.581 11.024 -2.225
C 19.290 12.485 -2.574
O 18.308 12.616 -3.669
C 18.046 13.928 -4.007
N 20.770 10.785 -1.437
H 17.980 10.794 -0.679
H 18.702 9.343 -1.234
H 17.583 10.215 -2.356
H 19.718 10.565 -3.204
H 20.211 13.018 -2.807
H 18.916 13.036 -1.711
H 18.943 14.470 -4.307
H 17.475 14.505 -3.279
H 17.336 13.775 -4.819
H 20.718 11.086 -0.474
H 21.415 11.471 -1.804
C 14.840 9.775 1.368
C 15.362 8.434 1.878
C 15.762 7.506 0.683
O 16.111 6.179 1.046
C 15.154 5.125 0.977
N 16.434 8.690 2.851
H 13.839 9.812 0.937
H 15.524 10.228 0.650
H 14.833 10.448 2.225
H 14.584 7.988 2.497
H 16.598 7.914 0.113
H 14.966 7.562 -0.059
H 14.667 5.083 0.003
H 14.326 5.423 1.620
H 15.628 4.161 1.163
H 17.300 8.900 2.376
H 16.600 7.803 3.305
C 15.292 13.103 3.357
C 16.798 12.807 3.110
C 17.728 14.093 3.263
O 17.250 15.170 2.427
C 17.099 14.984 1.054
N 17.253 11.798 4.031
H 14.970 13.451 2.376
H 15.077 13.917 4.049
H 14.730 12.212 3.638
H 16.863 12.493 2.068
H 18.733 13.904 2.885
H 17.690 14.439 4.296
H 17.961 14.394 0.741
H 17.024 15.972 0.601
H 16.145 14.518 0.807
H 18.255 11.720 3.932
H 16.967 10.840 3.890
C 13.232 17.323 -1.665
C 14.636 16.627 -1.724
C 14.457 15.158 -2.069
O 13.745 14.592 -0.957
C 12.848 13.577 -1.597
N 15.437 17.283 -2.652
H 13.249 18.390 -1.444
H 12.676 16.900 -0.828
H 12.523 17.055 -2.448
H 15.063 16.708 -0.724
H 15.414 14.659 -2.217
H 13.990 15.082 -3.051
H 13.319 12.751 -2.130
H 12.251 14.253 -2.209
H 12.228 13.060 -0.865
H 14.938 17.272 -3.530
H 16.244 16.691 -2.790
C 20.225 19.237 4.492
C 20.023 17.823 3.892
C 20.117 16.668 4.927
O 21.429 16.562 5.553
C 21.689 15.321 6.213
N 18.724 17.818 3.247
H 21.269 19.303 4.797
H 19.716 19.453 5.432
H 19.940 20.094 3.881
H 20.757 17.673 3.101
H 19.662 15.776 4.496
H 19.429 16.954 5.724
H 21.662 14.476 5.525
H 21.125 15.120 7.123
H 22.722 15.388 6.557
H 18.725 16.926 2.773
H 17.985 17.867 3.933
C 17.345 9.465 7.343
C 17.514 11.030 7.763
C 18.866 11.633 7.612
O 18.950 13.108 7.635
C 18.689 13.766 8.825
N 16.565 11.693 6.947
H 16.532 8.946 7.852
H 18.299 8.999 7.589
H 17.193 9.170 6.305
H 17.339 11.210 8.824
H 19.107 11.397 6.576
H 19.588 11.198 8.303
H 17.706 13.422 9.146
H 18.347 14.794 8.708
H 19.377 13.758 9.670
H 16.866 12.652 7.046
H 16.786 11.677 5.962
C 16.055 18.904 0.562
C 16.680 20.312 0.719
C 17.013 20.702 2.193
O 15.916 20.868 3.113
C 15.880 19.798 4.074
N 17.792 20.672 -0.087
H 14.985 19.008 0.743
H 16.434 18.137 1.237
H 16.076 18.462 -0.434
H 16.002 21.071 0.330
H 17.514 21.664 2.295
H 17.797 20.045 2.572
H 15.661 18.925 3.460
H 15.045 20.042 4.731
H 16.788 19.756 4.676
H 17.438 20.516 -1.020
H 17.903 21.675 -0.043
*
```

These are the Löwdin partial charges, in e, on atoms 1 to 4:
1 O -0.04
2 H -0.01
3 H -0.02
4 O -0.04

---

Below is a structure of composition C22H14O2PS5Sn, with properties calculated with the ωB97M-V functional and the def2-TZVPD basis.

Computed properties:
Gap between HOMO and LUMO   0.2087 hartree
HOMO energy   -0.4207 hartree
Relative energy (zero: lowest compared OMol25 entry of this formula, charge and spin)   10.3 kJ/mol
Energy   -96427.2155 eV

```
! wB97M-V def2-TZVPD RIJCOSX def2/J DEFGRID3
* xyz 1 1
Sn -0.572 -0.076 -1.615
O 1.747 -0.311 1.032
C 1.790 0.413 0.066
O 1.410 0.055 -1.155
C 2.265 1.840 0.140
C 3.527 2.103 0.651
C 4.007 3.404 0.678
C 3.219 4.447 0.214
C 1.943 4.194 -0.265
C 1.454 2.893 -0.308
P -0.270 2.579 -0.790
C -1.258 2.977 0.674
C -2.631 3.186 0.534
C -3.428 3.334 1.658
C -2.865 3.261 2.925
C -1.501 3.047 3.067
C -0.696 2.904 1.946
C -0.700 3.797 -2.052
C -0.532 3.442 -3.390
C -0.793 4.359 -4.396
C -1.228 5.635 -4.069
C -1.401 5.994 -2.739
C -1.138 5.081 -1.730
H 4.131 1.282 1.014
H 4.999 3.603 1.059
H 3.595 5.461 0.233
H 1.326 5.016 -0.606
H -3.078 3.243 -0.452
H -4.490 3.509 1.542
H -3.488 3.377 3.802
H -1.059 2.997 4.053
H 0.367 2.736 2.070
H -0.187 2.448 -3.653
H -0.659 4.077 -5.431
H -1.435 6.351 -4.852
H -1.739 6.990 -2.486
H -1.276 5.366 -0.695
S -2.902 -4.871 3.952
C -2.291 -3.895 2.839
S -1.142 -4.389 1.619
C -0.930 -2.864 0.832
C -1.742 -1.750 1.409
S -1.726 -0.190 0.909
S -2.732 -2.193 2.732
S 0.100 -2.674 -0.395
*
```

These are the natural (NBO) partial charges, in e, on atoms 1 to 4:
1 Sn 1.09
2 O -0.59
3 C 0.77
4 O -0.90

---

Below is a cluster of 2 separate species, C3H5NO in total, with properties calculated with the ωB97M-V functional and the def2-TZVPD basis.

Computed properties:
Gap between HOMO and LUMO (alpha / beta)   0.2656 / 0.2803 hartree
HOMO energy (alpha / beta)   -0.3039 / -0.3148 hartree
Relative energy (zero: lowest compared OMol25 entry of this formula, charge and spin)   784.1 kJ/mol
Energy   -6721.4459 eV

```
! wB97M-V def2-TZVPD RIJCOSX def2/J DEFGRID3
* xyz 0 1
C 1.000 0.676 -0.979
C 0.194 -0.900 1.797
C -0.299 0.522 -1.093
N -0.988 -0.064 -0.095
O -1.972 -0.728 -0.376
H 1.535 0.967 -1.888
H 1.420 0.598 0.025
H -0.247 -1.767 2.311
H 0.078 -0.047 2.436
H -0.721 0.745 -2.137
*
```

These are the natural (NBO) partial charges, in e, on atoms 1 to 4:
1 C -0.26
2 C -0.30
3 C -0.15
4 N 0.13

---

Below is a structure of composition AlH10O5, with properties calculated with the ωB97M-V functional and the def2-TZVPD basis.

Computed properties:
Gap between HOMO and LUMO   0.0716 hartree
HOMO energy   -0.7807 hartree
Relative energy (zero: lowest compared OMol25 entry of this formula, charge and spin)   869.8 kJ/mol
Energy   -16955.9455 eV

```
! wB97M-V def2-TZVPD RIJCOSX def2/J DEFGRID3
* xyz 3 1
Al 0.562 0.283 -0.715
O -2.349 2.283 -3.448
H -3.304 2.298 -3.510
H -2.050 2.740 -4.234
O -0.225 -0.648 3.588
H -0.984 -1.227 3.665
H 0.229 -0.736 4.426
O -3.445 -1.233 0.448
H -3.776 -1.515 1.301
H -4.101 -1.540 -0.177
O 3.067 -3.001 -2.535
H 2.954 -3.454 -3.370
H 3.956 -3.224 -2.259
O 2.963 2.839 1.969
H 2.761 3.644 2.445
H 3.741 2.490 2.406
*
```

These are the natural (NBO) partial charges, in e, on atoms 1 to 4:
1 Al 1.04
2 O -0.62
3 H 0.51
4 H 0.51

---

Below is an isolated molecule of C3H6N2OS, with properties calculated with the ωB97M-V functional and the def2-TZVPD basis.

Computed properties:
Gap between HOMO and LUMO   0.3115 hartree
HOMO energy   -0.2832 hartree
Relative energy (zero: lowest compared OMol25 entry of this formula, charge and spin)   380.4 kJ/mol
Energy   -19068.2238 eV

```
! wB97M-V def2-TZVPD RIJCOSX def2/J DEFGRID3
* xyz 0 1
C -0.753 -0.491 -0.041
C 1.214 0.826 -0.210
C 1.737 -0.448 0.306
H -3.720 -0.592 0.424
H -1.082 1.463 -0.281
H 1.453 1.115 -1.285
H 1.535 1.613 0.505
H 1.843 -0.567 1.282
H 2.549 -0.913 -0.420
N -1.969 -0.986 -0.120
N -0.255 0.778 -0.050
O -2.948 -0.068 0.037
S 0.395 -1.730 -0.146
*
```

These are the natural (NBO) partial charges, in e, on atoms 1 to 4:
1 C 0.17
2 C -0.23
3 C -0.48
4 H 0.48

---

Below is a structure of composition C15H13Cl5MnN2O8P2Si, with properties calculated with the ωB97M-V functional and the def2-TZVPD basis.

Computed properties:
Gap between HOMO and LUMO (alpha / beta)   0.2703 / 0.2698 hartree
HOMO energy (alpha / beta)   -0.2939 / -0.2901 hartree
Energy   -155528.5598 eV

```
! wB97M-V def2-TZVPD RIJCOSX def2/J DEFGRID3
* xyz 0 2
Mn 0.370 0.082 -0.123
O -2.658 1.491 1.337
P -2.900 0.614 -0.021
O -3.823 1.276 -0.931
O -1.548 0.108 -0.431
O -3.636 -0.706 0.647
P -3.159 -1.669 1.799
O -2.688 -0.744 2.977
O -4.076 -2.740 2.143
O -1.745 -2.240 1.239
H -3.281 2.228 1.357
H -2.591 0.188 2.696
Cl 1.070 4.930 0.072
C 2.261 3.675 0.125
C 3.608 4.014 0.329
C 4.579 3.054 0.383
Cl 6.234 3.517 0.634
C 4.238 1.690 0.240
C 5.152 0.614 0.281
C 4.695 -0.666 0.141
C 3.320 -0.892 -0.036
N 2.440 0.083 -0.086
C 2.881 1.370 0.041
C 1.855 2.362 -0.038
O 0.628 1.980 -0.257
H 3.868 5.058 0.443
H 6.204 0.817 0.424
H 5.374 -1.506 0.167
H 2.936 -1.900 -0.131
Cl -2.704 -3.610 -1.309
Si -1.300 -3.252 0.080
Cl 0.326 -2.353 -0.872
Cl -0.580 -4.959 0.870
C 0.401 -0.155 6.217
C 0.431 -0.113 4.719
C 0.093 1.032 4.010
C 0.119 1.022 2.628
N 0.466 -0.061 1.922
C 0.815 -1.161 2.600
C 0.807 -1.228 3.976
H -0.017 0.759 6.633
H 1.409 -0.284 6.615
H -0.199 -0.998 6.563
H -0.200 1.935 4.529
H -0.153 1.892 2.045
H 1.104 -2.018 2.005
H 1.083 -2.152 4.467
*
```

These are the natural (NBO) partial charges, in e, on atoms 1 to 4:
1 Mn 1.18
2 O -1.04
3 P 2.57
4 O -1.08

---

Below is a cluster of 2 separate species, C4H8N2O in total, with properties calculated with the ωB97M-V functional and the def2-TZVPD basis.

Computed properties:
Gap between HOMO and LUMO   0.3971 hartree
HOMO energy   -0.3651 hartree
Relative energy (zero: lowest compared OMol25 entry of this formula, charge and spin)   203.9 kJ/mol
Energy   -9304.2801 eV

```
! wB97M-V def2-TZVPD RIJCOSX def2/J DEFGRID3
* xyz 0 1
N -0.790 0.026 -2.404
C 0.028 0.819 -2.815
O 0.775 1.583 -3.308
C -0.813 0.886 0.958
N -0.291 -0.323 0.340
C 0.190 -1.376 1.213
C 1.143 -0.552 0.430
H -0.915 1.659 0.189
H -0.800 -0.316 -1.428
H -0.166 1.272 1.761
H -1.804 0.679 1.371
H 0.139 -1.201 2.287
H -0.048 -2.388 0.896
H 1.735 0.183 0.974
H 1.616 -0.951 -0.465
*
```

These are the natural (NBO) partial charges, in e, on atoms 1 to 4:
1 N -0.80
2 C 0.84
3 O -0.54
4 C -0.41

---

Below is the ion CH3Br3N with charge +1, with properties calculated with the ωB97M-V functional and the def2-TZVPD basis.

Computed properties:
Gap between HOMO and LUMO   0.3570 hartree
HOMO energy   -0.5520 hartree
Relative energy (zero: lowest compared OMol25 entry of this formula, charge and spin)   49.9 kJ/mol
Energy   -212694.5003 eV

```
! wB97M-V def2-TZVPD RIJCOSX def2/J DEFGRID3
* xyz 1 1
C 0.743 -0.161 0.238
N -0.849 0.098 -0.103
Br 1.199 -0.600 -1.752
Br 1.298 -1.501 1.461
Br 1.258 1.736 0.595
H -1.329 -0.701 -0.595
H -1.415 0.181 0.773
H -0.905 0.948 -0.617
*
```

These are the natural (NBO) partial charges, in e, on atoms 1 to 4:
1 C -0.23
2 N -0.76
3 Br 0.12
4 Br 0.32